w | 24
Properties=species:S:1:pos:R:3:nbo_charge:R:1 method="wB97M-V/def2-TZVPD" charge=+1 multiplicity=1 e_homo_ev=-13.80
C -1.41655 -0.77263 -1.05440 -0.31
C 2.10241 1.54118 0.78372 -0.59
C 1.96959 0.03888 -1.20119 -0.58
C -1.28584 -1.96021 0.87511 -0.41
C 1.12098 0.82402 -0.18730 -0.32
C 0.14024 0.00421 0.56432 0.33
N -1.59196 1.34466 0.58631 -0.99
N -0.64987 -0.98532 0.08299 -0.38
S -2.52496 0.85041 -0.62914 0.81
H -0.94305 -0.60926 -2.04355 0.25
H -2.16363 -1.60649 -1.13222 0.24
H 2.40786 0.76843 1.52374 0.21
H 1.77243 2.43260 1.22575 0.23
H 3.03911 1.68271 0.24626 0.23
H 1.28706 -0.27990 -1.90520 0.20
H 2.67259 0.73185 -1.64663 0.24
H 2.53143 -0.74614 -0.78675 0.22
H -1.23733 -3.04300 0.58742 0.25
H -2.33092 -1.78264 0.79401 0.20
H -1.01624 -1.79519 1.94368 0.23
H 0.47688 1.49597 -0.76589 0.23
H 0.41603 -0.38441 1.62191 0.24
H -1.41691 2.33204 0.51003 0.39
H -3.35934 -0.08175 0.00701 0.09

=====

x | 24
Properties=species:S:1:pos:R:3:nbo_charge:R:1 method="wB97M-V/def2-TZVPD" charge=+1 multiplicity=1 e_homo_ev=-13.71
C -1.44983 0.52615 1.19384 -0.12
C 2.21818 0.73727 -1.27344 -0.64
C -0.13812 0.81809 -2.21241 -0.60
C -1.69041 -1.77263 0.72526 -0.40
C 0.76552 0.84269 -0.85497 -0.27
C 0.23578 -0.33405 -0.03053 0.20
N 0.87530 -0.35120 1.61142 -0.95
N -1.08427 -0.48724 0.40684 -0.37
S 0.01590 0.37356 2.76983 0.63
H -0.98144 1.44794 0.87852 0.24
H -2.37031 0.42339 1.73151 0.25
H 2.30070 1.00121 -2.40757 0.25
H 2.65586 -0.31519 -1.31155 0.23
H 2.92841 1.39024 -0.66332 0.25
H 0.03723 1.84316 -2.69148 0.24
H 0.12262 0.03232 -2.80968 0.21
H -1.28241 0.79460 -2.07291 0.22
H -2.73929 -1.59338 0.54049 0.23
H -1.64975 -1.93301 1.84903 0.20
H -1.22067 -2.52036 0.18634 0.23
H 0.52951 1.82470 -0.29929 0.22
H 0.62774 -1.30959 -0.37399 0.23
H 1.88356 -0.68492 1.72401 0.44
H -0.58981 -0.75376 3.38406 0.09

=====

Verdict on stability: w comes out at the bottom.

=====

w | 64
Properties=species:S:1:pos:R:3:nbo_charge:R:1 method="wB97M-V/def2-TZVPD" multiplicity=1 e_homo_ev=-8.75
C -6.75133 -0.76307 0.22384 -0.61
C -5.27605 -0.81031 0.60090 -0.41
C -4.29733 -0.86100 -0.58697 0.13
C -4.52118 -2.09906 -1.45314 -0.62
C -4.37479 0.40523 -1.44262 -0.63
N -2.93773 -0.97480 -0.04491 -0.63
C -2.32919 -0.07071 0.73668 0.69
O -2.82072 0.97270 1.11085 -0.64
C -0.90646 -0.47905 1.17261 -0.18
C -0.33535 -1.68478 0.49366 -0.22
C -0.10528 -2.91469 1.03038 -0.24
C 0.52776 -3.80395 0.13275 -0.26
C 0.78054 -3.23760 -1.07240 -0.39
S 0.25004 -1.60520 -1.14506 0.43
N 0.03397 0.62840 1.02400 -0.43
C -0.10409 1.49839 -0.12876 -0.27
C -0.65677 2.89887 0.23008 0.08
C -1.32490 3.56176 -0.97764 -0.42
C -0.12440 4.15462 -1.71593 -0.44
C 0.87238 4.43722 -0.58141 -0.09
O 0.37606 3.79436 0.59048 -0.54
C 1.02241 0.68108 1.94462 0.69
O 1.02410 -0.01702 2.94084 -0.63
C 2.22088 1.57436 1.61511 -0.33
N 2.89577 1.01406 0.47822 -0.20
N 3.09087 1.70711 -0.65131 -0.03
N 3.60128 0.97145 -1.55118 -0.22
C 3.76185 -0.28566 -1.05129 0.04
C 4.24612 -1.46319 -1.62205 -0.19
C 4.24042 -2.58734 -0.83282 -0.23
C 3.77703 -2.56413 0.49227 -0.18
C 3.30186 -1.41602 1.08101 -0.26
C 3.29561 -0.27398 0.28697 0.16
H -7.04997 -1.65154 -0.32659 0.20
H -6.97571 0.11393 -0.37633 0.20
H -7.35129 -0.71183 1.12924 0.22
H -5.09483 -1.69050 1.22356 0.20
H -5.03010 0.07161 1.19318 0.23
H -3.74371 -2.17253 -2.21138 0.21
H -5.47954 -2.03815 -1.95887 0.22
H -4.50606 -3.00132 -0.84491 0.21
H -5.34516 0.48194 -1.92254 0.21
H -3.60920 0.37619 -2.21574 0.21
H -4.21393 1.28098 -0.82048 0.24
H -2.43540 -1.82248 -0.26343 0.42
H -0.96436 -0.69260 2.24987 0.28
H -0.37030 -3.17194 2.03982 0.23
H 0.78782 -4.81668 0.38155 0.23
H 1.25389 -3.66895 -1.93131 0.24
H -0.79529 1.01101 -0.81762 0.22
H 0.84769 1.62396 -0.64741 0.24
H -1.32787 2.80552 1.08718 0.23
H -1.90128 2.86464 -1.57962 0.21
H -1.98598 4.35439 -0.62749 0.22
H -0.37980 5.05808 -2.26470 0.22
H 0.29251 3.43048 -2.41530 0.21
H 1.87135 4.05331 -0.81910 0.20
H 0.94831 5.50382 -0.35136 0.18
H 1.91198 2.59386 1.37869 0.29
H 2.88341 1.57437 2.48619 0.23
H 4.60192 -1.47370 -2.63941 0.23
H 4.60209 -3.52234 -1.23506 0.21
H 3.79575 -3.48006 1.06372 0.22
H 2.93861 -1.39971 2.09594 0.25

=====

x | 64
Properties=species:S:1:pos:R:3:nbo_charge:R:1 method="wB97M-V/def2-TZVPD" multiplicity=1 e_homo_ev=-7.96
C 1.00104 5.21592 -0.40771 -0.64
C -0.28404 4.42327 -0.18757 -0.06
O -0.30757 3.20417 -0.89718 -0.54
C 0.49508 2.15725 -0.50060 0.27
C 1.16176 2.12530 0.71867 -0.29
C 1.93635 1.04789 1.10994 -0.26
C 2.07351 -0.05135 0.27715 0.06
C 2.90203 -1.25397 0.64389 -0.44
C 2.82463 -1.62984 2.12662 -0.23
N 1.45682 -1.79713 2.56513 -0.64
C 0.92077 -1.01231 3.51082 0.69
O 1.55862 -0.16634 4.11312 -0.66
C -0.54392 -1.26518 3.90241 -0.31
C -1.25817 0.08677 4.03992 -0.40
C -1.55515 0.67271 2.66231 -0.41
C -2.39961 -0.30652 1.84658 -0.20
N -1.70826 -1.56814 1.73706 -0.44
C -1.15916 -2.00238 0.59912 0.29
N -0.25359 -2.93322 0.53662 -0.40
N 0.10852 -3.25323 -0.70412 -0.28
C -0.49740 -2.58793 -1.61771 0.25
N -0.26913 -2.72461 -2.95316 -0.38
C 0.65171 -3.58228 -3.50239 -0.05
C 0.61549 -3.43463 -4.85456 -0.28
C -0.36122 -2.45009 -5.14785 -0.28
C -0.88578 -2.03477 -3.96297 -0.05
S -1.67610 -1.42248 -0.98733 0.30
C -1.37536 -2.18477 3.00381 -0.22
C 1.42242 -0.01742 -0.94481 -0.27
C 0.62512 1.04845 -1.35563 0.25
O 0.06086 0.84645 -2.58265 -0.51
C -0.76304 1.79724 -3.22900 -0.06
C -2.20269 1.78252 -2.72395 -0.63
H 0.93866 6.16574 0.11616 0.22
H 1.86412 4.66551 -0.04145 0.22
H 1.14063 5.40649 -1.46916 0.21
H -0.46419 4.25937 0.88244 0.17
H -1.13549 4.97789 -0.59382 0.19
H 1.07725 2.95828 1.39821 0.22
H 2.41498 1.08030 2.07483 0.23
H 2.56791 -2.10443 0.04521 0.22
H 3.94965 -1.06338 0.39376 0.22
H 3.36639 -2.56906 2.28427 0.20
H 3.27313 -0.86007 2.75721 0.23
H 0.88943 -2.40968 1.98659 0.43
H -0.48905 -1.72856 4.89507 0.24
H -2.19137 -0.04458 4.59303 0.20
H -0.61397 0.76365 4.60179 0.25
H -0.61681 0.86107 2.13603 0.22
H -2.09114 1.61761 2.76140 0.21
H -3.36044 -0.47806 2.34786 0.19
H -2.59374 0.08740 0.84751 0.21
H 1.23992 -4.21517 -2.87010 0.23
H 1.21546 -3.96433 -5.56748 0.22
H -0.63580 -2.09906 -6.12257 0.22
H -1.63766 -1.30231 -3.74895 0.21
H -2.32289 -2.38884 3.52027 0.20
H -0.87961 -3.13626 2.81337 0.24
H 1.52579 -0.83925 -1.63769 0.22
H -0.34156 2.80187 -3.14977 0.19
H -0.73794 1.48568 -4.27883 0.18
H -2.24326 2.10852 -1.68881 0.22
H -2.61756 0.77952 -2.79190 0.20
H -2.80536 2.45479 -3.32843 0.21

=====

Verdict on stability: x comes out at the bottom.

=====

w | 15
Properties=species:S:1:pos:R:3:nbo_charge:R:1 method="wB97M-V/def2-TZVPD" charge=-1 multiplicity=1 e_homo_ev=-2.64
C -1.66012 0.42804 -0.38749 -0.65
C -1.00044 0.38467 1.00310 -0.23
N -0.00748 1.48108 1.09317 -0.64
C 1.21297 1.19601 0.33406 -0.44
H -2.56166 -0.18879 -0.36601 0.19
H -0.92950 0.03949 -1.10015 0.26
H -1.93160 1.47015 -0.57180 0.18
H -0.50100 -0.57217 1.17739 0.21
H -1.74349 0.52452 1.79645 0.16
H 0.25013 1.57631 2.06884 0.33
H 1.85273 2.08425 0.35203 0.17
H 1.78951 0.31552 0.64850 0.19
H 0.95370 0.92706 -0.68843 0.22
S 0.70030 -1.66182 -0.97419 -1.06
H 0.70930 -2.91855 -1.44777 0.09

=====

x | 15
Properties=species:S:1:pos:R:3:nbo_charge:R:1 method="wB97M-V/def2-TZVPD" charge=-1 multiplicity=1 e_homo_ev=-2.15
C 0.05852 -2.09821 2.30510 -0.74
S 0.16048 -0.29438 2.09445 -0.72
H 0.79578 -2.44979 2.94922 0.17
H -0.92697 -2.35829 2.74210 0.17
H 0.08561 -2.83744 1.45388 0.15
C -0.30102 1.09339 -0.81371 -0.42
N -0.54823 1.35581 -2.40008 -0.69
C 0.43036 0.60118 -3.10656 -0.42
H 0.83340 1.30541 -0.69017 0.20
H -0.97346 1.70869 -0.17276 0.21
H -0.41749 -0.05670 -0.66459 0.22
H -1.54670 1.14717 -2.52788 0.35
H -0.02521 -0.21104 -3.71481 0.17
H 1.35301 0.20581 -2.52730 0.20
H 0.96480 1.18739 -3.86731 0.16

=====

Verdict on stability: x comes out at the bottom.

=====

w | 26
Properties=species:S:1:pos:R:3:nbo_charge:R:1 method="wB97M-V/def2-TZVPD" multiplicity=1 e_homo_ev=-8.71
C 2.02639 1.23037 -1.04557 -0.42
N 1.14252 1.11589 0.12577 -0.29
N 2.02646 1.47418 1.20621 -0.66
C 0.51531 -0.21327 0.31397 -0.15
C 1.50946 -1.40161 0.09955 0.42
O 2.40350 -1.72202 0.83273 -0.52
C -0.87756 -0.55200 -0.26114 -0.06
C -1.80628 0.48585 0.27811 -0.60
C -0.93122 -0.58339 -1.74983 -0.64
C -1.44421 -1.94117 0.21501 -0.60
H 3.03986 1.40988 -0.71357 0.22
H 1.94540 0.28569 -1.59072 0.18
H 1.76488 2.13172 -1.67946 0.20
H 1.54712 1.81403 2.03831 0.35
H 2.45408 0.65254 1.51326 0.34
H 0.30596 -0.23356 1.43495 0.22
H 1.33754 -2.00273 -0.85235 0.10
H -1.37411 1.38519 -0.17406 0.23
H -2.80857 0.23513 -0.00922 0.21
H -1.72810 0.54767 1.41559 0.20
H -0.81659 0.36384 -2.27171 0.22
H -1.95935 -0.96302 -2.08464 0.21
H -0.34033 -1.24194 -2.40089 0.22
H -0.64303 -2.54499 -0.08721 0.21
H -1.43008 -1.93530 1.25613 0.20
H -2.49214 -2.05589 -0.15624 0.22

=====

x | 26
Properties=species:S:1:pos:R:3:nbo_charge:R:1 method="wB97M-V/def2-TZVPD" multiplicity=1 e_homo_ev=-7.22
C -0.22525 -1.32796 1.00283 0.27
C 0.39579 -0.45395 2.02176 -0.50
C 0.83997 0.53699 0.96645 -0.49
C 0.64624 -2.37202 0.37868 -0.66
C -1.57999 -1.18424 0.61875 -0.74
H -0.33088 -0.03002 2.71493 0.21
H 1.20344 -0.92947 2.58486 0.20
H 1.86293 0.40449 0.63728 0.19
H 0.55190 1.55184 1.20077 0.22
H 0.71121 -3.22206 1.07145 0.23
H 1.65953 -2.01103 0.20560 0.23
H 0.24959 -2.73593 -0.56841 0.22
H -1.99757 -2.02429 0.06582 0.23
H -1.58615 -0.24605 -0.21107 0.33
H -2.25163 -0.79578 1.38492 0.23
C 0.87765 2.15308 -1.21271 -0.67
C 0.06128 0.89458 -1.04227 0.42
N 0.49826 -0.18035 -1.86626 -0.85
O -1.64157 2.02757 -0.04529 -0.62
N -1.28691 0.96533 -0.96145 -0.34
H -2.55354 2.20792 -0.29629 0.47
H 0.93988 0.15332 -2.71454 0.37
H -0.27103 -0.78919 -2.11643 0.37
H 1.93851 1.95444 -1.05857 0.22
H 0.73707 2.52448 -2.23395 0.22
H 0.55129 2.92829 -0.52684 0.24

=====

y | 26
Properties=species:S:1:pos:R:3:nbo_charge:R:1 method="wB97M-V/def2-TZVPD" multiplicity=1 e_homo_ev=-8.70
C -0.28462 -2.00892 1.22605 -0.43
N 0.74959 -1.05825 0.86913 -0.46
C 1.21562 -1.04867 -0.41857 0.54
O 0.92563 -1.87123 -1.26832 -0.64
C 1.08951 0.01524 1.76340 -0.06
N 0.37177 0.11403 2.97945 -0.83
H 0.01554 -2.57817 2.10864 0.20
H -1.24122 -1.51508 1.40664 0.19
H -0.41060 -2.67935 0.37927 0.25
H 2.03359 -0.31864 -0.54368 0.12
H 0.80355 1.01409 1.07334 0.22
H 2.16431 -0.02303 1.99044 0.19
H -0.62902 0.18424 2.85271 0.36
H 0.60381 -0.59108 3.66681 0.37
C -0.33654 1.83789 -0.17743 -0.49
C -0.50610 1.04999 -1.27445 0.07
C 0.32177 1.22745 -2.51222 -0.66
C -1.67921 0.13254 -1.43219 -0.66
H -1.14544 1.92969 0.53707 0.20
H 0.29173 2.71682 -0.24061 0.21
H 1.12741 1.94233 -2.36041 0.21
H -0.28971 1.59497 -3.33277 0.22
H 0.73909 0.26498 -2.82022 0.24
H -1.32792 -0.87331 -1.66751 0.24
H -2.30789 0.44383 -2.27017 0.22
H -2.29466 0.09764 -0.53442 0.21

=====

Verdict on stability: x comes out at the bottom.